1.
16
Properties=species:S:1:pos:R:3 method="wB97M-V/def2-TZVPD" spin_multiplicity=1 gap_ev=10.48 e_homo_ev=-9.979 smiles=OCCCO.O
H 0.15 -1.46 -0.08
H 0.71 0.75 0.87
H -1.40 -1.38 3.26
H -0.52 1.57 -0.09
H 1.50 2.70 0.58
C 0.51 1.20 -0.10
H -1.08 0.05 2.84
C -0.31 -0.90 -0.91
O -0.55 -1.80 -1.99
H -1.24 -0.53 -0.49
O 1.38 2.33 -0.28
H -1.36 -2.27 -1.75
H 1.71 -0.23 -1.07
O -0.90 -0.86 2.62
H 0.70 0.63 -2.20
C 0.71 0.19 -1.21



2.
16
Properties=species:S:1:pos:R:3 method="wB97M-V/def2-TZVPD" spin_multiplicity=1 gap_ev=11.07 e_homo_ev=-10.509 smiles=OCCCO.O
H 1.05 -1.75 0.15
H 3.07 -0.47 0.18
H 0.46 0.72 1.76
O 2.44 -0.43 0.94
C 1.19 -0.70 0.45
H -2.13 1.08 1.63
H -1.05 0.60 -0.14
O -0.09 1.34 -3.64
H -1.46 -1.12 0.13
H 0.08 -0.96 2.24
H -0.13 0.36 -3.56
H -0.89 1.66 -3.16
H 0.95 -0.07 -0.43
C 0.11 -0.26 1.38
O -2.39 0.16 1.40
C -1.21 -0.17 0.64



Stability, lowest: 2



1.
16
Properties=species:S:1:pos:R:3 method="wB97M-V/def2-TZVPD" spin_multiplicity=1 gap_ev=11.14 e_homo_ev=-10.412 smiles="C=CCO.O.O"
C 0.04 -0.04 -1.40
C 1.24 -2.19 -1.48
C 0.13 -1.55 -1.11
H 0.41 -0.03 0.87
H 1.14 -3.26 -1.48
H -0.92 -2.03 -1.08
H -0.59 0.08 -2.36
H -0.67 1.66 1.81
O -1.58 2.18 2.02
H 2.15 -1.65 -1.58
H 1.65 -0.22 1.96
H -0.61 1.30 0.09
H 1.04 0.55 -1.41
H -2.05 1.36 2.32
O 1.15 0.44 1.41
O -0.82 0.49 -0.34



2.
16
Properties=species:S:1:pos:R:3 method="wB97M-V/def2-TZVPD" spin_multiplicity=1 gap_ev=3.09 e_homo_ev=-9.007
H 0.01 -1.39 0.83
H 1.07 0.62 -0.23
O 2.35 -1.04 -0.75
O 0.68 -0.87 -2.54
C -0.22 1.75 0.95
H -1.07 1.72 1.59
H 1.56 -1.04 -1.75
H 1.12 -0.43 -3.28
H 0.53 2.57 1.00
C -0.65 -0.64 0.34
O -2.58 0.62 2.05
H -1.11 -0.99 -0.54
C 0.16 0.62 0.35
H -1.44 -0.40 1.11
H 3.28 -0.83 -0.67
H -3.37 0.12 2.00



3.
16
Properties=species:S:1:pos:R:3 method="wB97M-V/def2-TZVPD" spin_multiplicity=1 gap_ev=8.47 e_homo_ev=-8.042 smiles="C/C=C/O.O.O"
H -2.08 -0.80 -1.80
O 4.21 -1.55 -1.45
H -1.52 1.03 -0.02
O 0.20 0.97 1.13
H 0.03 -1.54 0.47
H -0.24 1.84 1.20
H -1.74 -2.46 -1.14
C -1.36 -1.42 -1.29
H 4.58 -2.18 -2.06
H -0.81 4.11 2.61
H -0.53 -1.78 -1.95
C -0.74 -0.91 -0.05
H 3.85 -1.89 -0.64
C -0.76 0.36 0.34
H -2.00 3.01 2.44
O -1.09 3.22 2.22



4.
16
Properties=species:S:1:pos:R:3 method="wB97M-V/def2-TZVPD" spin_multiplicity=1 gap_ev=9.28 e_homo_ev=-8.736 smiles="C/C=C/O.O.O"
C 0.67 0.95 0.05
C 0.82 -1.25 1.23
O 0.12 -2.12 2.02
C 0.53 0.05 1.25
H 1.09 0.49 -0.84
H 1.28 1.81 0.37
H -0.26 1.44 -0.30
H -4.27 4.37 0.15
H 1.47 -4.57 -3.17
O 2.31 -4.27 -3.52
H -3.63 5.61 0.83
H -0.20 0.28 2.01
H 0.74 -2.83 2.25
H 1.65 -1.67 0.67
O -4.43 5.08 0.78
H 2.11 -3.37 -3.79



Stability, lowest: 2



1.
16
Properties=species:S:1:pos:R:3 method="wB97M-V/def2-TZVPD" spin_multiplicity=1 gap_ev=9.79 e_homo_ev=-9.032 smiles="C=C(C)O.O.O"
C -1.42 0.99 1.54
H 2.08 -0.71 -2.53
O 0.55 -2.46 0.24
O -0.55 -0.08 -0.52
H -2.16 0.21 1.36
C -0.52 1.02 0.33
H 0.76 -0.70 -1.83
C 0.21 2.07 -0.02
O 1.40 -1.33 -2.23
H -0.90 0.59 2.42
H 0.90 -2.34 -0.66
H -0.35 -0.85 0.05
H 0.70 -3.37 0.48
H 0.75 2.12 -0.95
H -1.86 1.96 1.62
H 0.41 2.87 0.68



2.
16
Properties=species:S:1:pos:R:3 method="wB97M-V/def2-TZVPD" spin_multiplicity=1 gap_ev=11.00 e_homo_ev=-10.194 smiles=OCCCO.O
C -1.15 0.88 0.57
H 3.08 -3.40 -4.50
H -0.78 0.48 2.66
C -1.04 -0.06 1.74
C 0.29 1.48 0.25
H 2.62 -4.14 -3.28
O 0.25 2.78 -0.26
H -1.61 0.51 -0.34
H 0.17 3.37 0.47
H 0.75 1.42 1.25
O -2.28 -0.77 2.00
O 3.38 -3.73 -3.66
H -0.38 -0.92 1.61
H -3.04 -0.36 1.60
H 0.76 0.75 -0.40
H -1.84 1.68 0.87



Stability, lowest: 2



1.
16
Properties=species:S:1:pos:R:3 method="wB97M-V/def2-TZVPD" spin_multiplicity=1 gap_ev=9.80 e_homo_ev=-9.341 smiles="C=C(C)O.O.O"
H -0.41 -2.30 -1.12
H 1.71 -1.20 0.34
C 1.54 -0.82 -0.68
H 1.81 1.80 2.32
H -2.54 0.59 0.48
H 1.58 -1.54 -1.43
C 0.09 -0.46 -0.87
H 2.20 0.13 -0.61
H -1.23 1.26 -0.98
H 1.30 0.41 1.91
O -3.44 0.14 0.52
O 1.70 0.89 2.61
H 0.39 1.64 -0.27
H -3.53 0.09 -0.46
O -0.90 -1.48 -1.09
C -0.28 0.85 -0.67



2.
16
Properties=species:S:1:pos:R:3 method="wB97M-V/def2-TZVPD" spin_multiplicity=1 gap_ev=9.54 e_homo_ev=-9.264 smiles="C=CCO.O.O"
H 0.56 -2.91 -0.29
C -0.03 -1.23 0.81
H 1.59 4.32 -0.19
H 0.42 3.45 0.03
C -0.18 -2.11 -0.40
C -0.61 -1.46 1.98
H -0.37 -0.56 -1.59
H 0.75 -0.49 0.67
H -1.14 -2.40 2.11
H -0.42 -0.85 2.84
O 0.04 -1.44 -1.63
H -0.89 1.94 -1.50
O -0.31 1.24 -1.19
H -1.17 -2.58 -0.44
H 0.47 1.64 -0.78
O 1.28 3.43 -0.42



Stability, lowest: 1